1.
Density functional theory data (ωB97M-V/def2-TZVPD) for a 12-piece molecular cluster, C3H32N2O12 overall in a non-equilibrium geometry.

Geometry as XYZ:
```
49
Properties=species:S:1:pos:R:3:forces:R:3:mulliken_charge:R:1
N -1.542 0.494 -0.328 -0.9 -0.8 0.4 -0.34
C -0.438 0.124 0.521 0.9 1.1 -0.6 0.87
C 0.010 1.092 1.615 -1.8 1.3 1.0 -0.92
N 1.049 0.556 2.484 -0.7 0.9 -0.4 -0.27
C 2.336 0.743 1.903 0.7 -1.7 -1.2 -0.01
O 2.839 -0.437 1.252 0.8 -0.2 -0.4 -0.46
H -2.428 0.443 0.156 -0.1 0.1 -0.2 0.08
H -1.490 1.356 -0.832 0.7 0.3 0.4 0.29
H 0.424 -0.009 -0.145 0.1 -0.5 0.3 -0.72
H -0.668 -0.808 1.040 0.1 -0.3 -0.4 0.02
H 0.202 2.131 1.314 0.9 -0.4 -0.7 0.46
H -0.866 1.433 2.207 -0.1 -1.0 0.3 0.30
H 0.825 -0.423 2.605 0.5 -0.2 0.4 0.25
H 2.273 1.411 1.044 -0.3 0.7 0.5 -0.06
H 3.141 1.066 2.549 -0.2 0.2 0.7 0.26
H 2.393 -1.265 1.446 -0.4 0.2 0.4 0.28
O -1.754 -2.056 3.044 0.2 -0.3 0.0 -0.63
H -2.175 -2.551 2.326 -0.1 0.2 0.5 0.29
H -1.681 -1.143 2.750 -0.1 0.0 0.0 0.37
O -3.590 -3.095 0.760 0.2 -0.2 0.5 -0.65
H -4.081 -2.364 1.157 -0.2 0.0 -0.3 0.39
H -2.697 -2.738 0.742 0.0 0.0 -0.7 0.29
O -2.815 2.588 -2.537 -0.2 0.3 0.1 -0.65
H -3.531 1.947 -2.581 0.0 0.0 0.0 0.30
H -2.131 2.164 -2.017 0.1 0.0 -0.4 0.30
O -1.185 4.932 -1.001 -0.2 -1.1 0.1 -0.65
H -1.963 4.399 -1.227 -0.3 0.6 -0.1 0.35
H -0.542 4.204 -0.989 0.5 0.4 0.0 0.30
O 1.995 -3.424 -0.731 0.1 -0.3 0.1 -0.62
H 1.462 -3.782 -0.012 0.0 0.2 0.1 0.29
H 2.815 -3.928 -0.729 0.0 0.0 0.0 0.28
O 1.720 0.469 -4.462 -0.1 0.3 -0.6 -0.64
H 1.417 0.769 -3.603 0.1 -0.2 0.2 0.32
H 2.467 -0.110 -4.296 -0.1 0.0 0.3 0.32
O 0.651 2.489 -1.695 -0.3 -0.2 0.0 -0.58
H 1.307 2.633 -2.388 0.0 0.2 0.0 0.24
H 1.064 1.811 -1.148 0.2 0.0 0.0 0.35
O 1.237 -3.041 2.334 0.2 0.6 -0.8 -0.56
H 2.025 -3.503 2.624 -0.2 -0.3 0.3 0.26
H 0.438 -3.440 2.680 0.0 -0.1 0.4 0.28
O 3.500 1.645 -1.248 0.0 -0.4 0.4 -0.65
H 3.329 1.836 -0.319 0.2 0.4 -0.1 0.37
H 3.701 0.699 -1.174 -0.2 0.0 -0.4 0.31
O -4.403 -0.527 0.211 -0.5 0.2 0.0 -0.66
H -4.963 0.060 0.724 0.0 0.3 0.3 0.32
H -5.020 -0.852 -0.457 0.3 -0.2 -0.1 0.31
O 2.042 -1.020 -2.063 -0.6 -1.2 0.8 -0.51
H 2.206 -1.899 -1.645 0.7 0.6 -0.3 0.30
H 1.094 -1.077 -1.861 -0.1 0.8 -0.5 0.26
```
Forces are in eV/Å.

LUMO level = -0.358 eV
highest occupied orbital energy = -9.22 eV
HOMO-LUMO gap = 8.857 eV
M = 288.29 g/mol

***

2.
Density functional theory data (ωB97M-V/def2-TZVPD) for a 13-piece molecular cluster, C3H32NO14S2 overall in a non-equilibrium geometry.

Geometry as XYZ:
```
52
Properties=species:S:1:pos:R:3:forces:R:3:mulliken_charge:R:1
N -0.057 0.499 1.411 1.0 0.7 -1.6 -0.01
C -0.491 -0.308 0.200 2.6 0.2 -2.2 0.49
C -0.681 0.582 -1.126 -2.0 1.9 0.5 0.03
O -0.658 0.347 -2.302 0.9 -0.6 1.7 -0.48
O -1.260 1.787 -0.672 1.1 -1.3 0.6 -0.35
C -1.831 -0.962 0.400 -0.7 0.2 3.1 -1.12
S -1.825 -2.615 1.381 -0.2 0.2 -2.7 0.00
S -1.918 -2.542 3.348 0.6 0.8 1.5 -0.19
H 0.732 0.062 2.026 -1.9 0.3 -0.5 0.44
H -0.936 0.736 1.890 0.8 0.2 0.5 0.33
H 0.387 1.377 1.015 -0.7 -0.6 0.7 0.23
H 0.486 -0.853 -0.064 -2.0 -0.4 0.5 0.27
H -1.165 2.453 -1.351 -0.2 0.2 -0.9 0.29
H -2.614 -0.253 0.826 1.4 -0.4 0.3 0.38
H -2.314 -1.093 -0.516 -0.2 -1.4 -1.7 0.47
H -3.213 -2.525 3.708 -0.3 0.0 -0.5 0.15
H -0.033 0.503 4.152 1.0 -0.4 -0.6 0.39
H 1.470 0.075 4.531 -0.7 0.1 -0.9 0.31
O 0.865 0.264 3.778 0.1 0.1 1.3 -0.66
H 0.634 -2.356 -3.632 0.5 0.4 0.1 0.32
H 0.250 -1.886 -5.069 0.2 0.0 0.3 0.31
O 0.002 -2.463 -4.338 -0.7 -0.3 -0.5 -0.66
H -2.008 1.681 4.927 1.0 -0.7 0.6 0.32
H -0.815 0.880 5.581 4.7 0.9 5.7 0.27
O -1.449 0.876 4.999 -6.1 0.0 -5.8 -0.62
H -1.460 -2.337 -3.156 -0.4 -0.8 1.4 0.36
H -1.732 -3.548 -2.203 0.2 -2.2 -0.2 0.24
O -1.809 -2.629 -2.256 0.1 3.0 -1.1 -0.54
H -4.297 1.291 -0.918 0.5 -3.3 1.0 0.29
H -4.499 2.078 -2.164 -0.2 -0.2 -1.6 0.28
O -4.427 2.129 -1.236 -0.3 3.5 0.6 -0.58
H 1.873 -2.882 2.471 -0.8 -2.0 1.4 0.26
H 2.969 -2.409 1.596 3.7 -1.2 -1.9 0.27
O 2.176 -2.189 1.952 -3.1 3.4 0.3 -0.49
H 4.256 -3.696 -0.965 -2.9 0.8 0.6 0.33
H 2.935 -4.419 -0.456 0.8 2.9 -1.0 0.32
O 3.257 -3.472 -0.764 2.2 -3.7 0.4 -0.64
H 0.997 2.584 -3.747 0.3 0.6 0.0 0.31
H 1.496 4.115 -3.410 -1.4 -2.2 0.2 0.30
O 0.886 3.343 -3.156 0.9 1.6 -0.1 -0.58
H -4.306 2.634 1.125 -0.9 0.7 -1.4 0.28
H -3.046 3.582 1.547 -1.1 -0.4 -0.6 0.30
O -3.580 2.784 1.693 2.0 -0.2 2.0 -0.59
H 0.195 3.557 -0.061 0.3 0.1 -0.1 0.27
H 1.699 3.846 -0.141 1.2 1.5 -0.2 0.27
O 1.076 3.164 -0.050 -1.5 -1.8 0.6 -0.59
H 5.421 0.259 -1.012 0.0 0.0 0.1 0.29
H 4.591 0.787 0.170 0.0 -1.1 -1.1 0.30
O 4.595 0.090 -0.543 0.1 1.2 1.0 -0.58
H 3.154 -1.744 -2.987 0.4 -0.4 0.4 0.29
H 3.320 -0.233 -3.177 0.4 0.3 0.2 0.25
O 2.702 -0.951 -3.253 -1.0 0.0 -0.4 -0.55
```
Forces are in eV/Å.

LUMO level = -2.403 eV
highest occupied orbital energy = -11.65 eV
HOMO-LUMO gap = 9.252 eV
M = 370.42 g/mol
charge = +1

***

3.
Density functional theory data (ωB97M-V/def2-TZVPD) for a 13-piece molecular cluster, C3H33NO12S2 overall.

Geometry as XYZ:
```
51
Properties=species:S:1:pos:R:3:forces:R:3:mulliken_charge:R:1
N -1.483 -1.094 -1.127 0.1 -0.1 0.2 -0.16
C -1.490 -1.340 -2.569 0.0 -0.2 0.0 -0.68
C -0.962 -2.732 -2.906 -0.3 0.2 -0.2 -0.69
S 0.782 -3.048 -2.518 -0.2 -0.4 0.6 -0.13
S 1.894 -1.633 -3.397 0.1 0.4 -0.7 -0.10
C 2.043 -0.243 -2.259 0.1 0.0 0.6 -0.28
H -1.153 -0.173 -0.872 0.0 0.2 -0.3 0.04
H -2.416 -1.140 -0.735 -0.1 -0.1 0.0 0.17
H -2.495 -1.279 -3.007 0.0 0.1 0.2 0.39
H -0.893 -0.599 -3.099 0.1 0.1 0.1 0.33
H -1.498 -3.483 -2.306 0.2 0.1 -0.2 0.34
H -1.154 -2.923 -3.966 0.1 -0.1 0.1 0.44
H 1.108 0.282 -2.069 0.0 0.0 -0.2 -0.11
H 2.452 -0.567 -1.293 0.0 0.0 -0.3 0.14
H 2.765 0.431 -2.736 -0.2 -0.1 0.1 0.39
H -3.225 1.624 0.683 0.3 0.4 -0.3 0.38
H -2.274 2.449 -0.303 -0.3 -0.3 0.3 0.42
O -2.632 2.414 0.610 -0.1 0.1 0.2 -0.75
H -4.678 -0.102 1.139 0.1 -0.2 0.1 0.27
H -3.155 -0.523 1.322 -0.4 0.0 0.1 0.43
O -3.800 -0.014 0.756 0.1 -0.1 -0.1 -0.75
H -1.037 2.658 -2.382 0.0 -0.1 0.0 0.29
H -0.214 2.249 -1.127 -0.1 0.0 -0.3 0.32
O -1.067 2.098 -1.600 0.3 0.1 -0.1 -0.70
H 0.619 0.744 2.772 0.2 0.2 0.3 0.49
H 2.042 1.243 3.138 0.0 0.0 -0.2 0.38
O 1.284 0.768 3.501 -0.1 -0.1 0.1 -0.81
H -1.432 -1.893 1.811 -0.1 0.4 0.4 0.44
H -1.384 -0.412 2.235 -0.1 -0.6 -0.1 0.36
O -1.948 -1.210 2.299 0.0 0.0 -0.2 -0.85
H 0.343 2.301 4.304 -0.2 -0.2 -0.1 0.38
H -1.169 2.508 4.047 0.2 -0.1 0.1 0.32
O -0.347 2.981 4.223 -0.1 0.2 0.1 -0.75
H -1.278 1.558 1.290 -0.2 -0.1 0.2 0.18
H 0.147 1.337 0.843 -0.3 -0.4 0.4 0.00
O -0.524 0.940 1.459 0.4 0.5 -0.7 0.05
H 0.103 -3.424 0.569 0.1 -0.1 0.0 0.27
H -0.334 -2.035 0.021 -0.2 -0.1 0.1 0.47
O -0.045 -2.514 0.845 0.1 0.0 -0.3 -0.81
H 1.964 1.996 0.294 -0.1 0.2 -0.1 0.37
H 0.864 3.141 0.555 0.2 -0.3 -0.3 0.36
O 1.182 2.456 -0.096 -0.2 0.3 0.4 -0.77
H -0.155 3.746 2.657 0.0 0.1 -0.3 0.45
H -1.120 3.969 1.467 0.1 0.0 0.0 0.29
O -0.184 4.024 1.710 -0.1 0.1 0.1 -0.77
H 2.811 0.068 1.248 0.2 0.3 0.0 0.41
H 4.021 1.028 0.922 -0.3 0.0 0.1 0.30
O 3.086 1.028 1.170 0.2 -0.3 -0.1 -0.73
H 2.043 -1.037 2.666 -0.3 -0.3 -0.2 0.35
H 1.495 -1.804 1.386 0.0 0.1 0.4 0.44
O 2.297 -1.427 1.811 0.2 0.2 -0.1 -0.81
```
Forces are in eV/Å.

LUMO level = 0.307 eV
highest occupied orbital energy = -9.10 eV
HOMO-LUMO gap = 9.409 eV
M = 339.43 g/mol

***

Which of these has the highest LUMO level? C3H33NO12S2

***

LUMO level of number 2 (C3H32NO14S2)? -2.403 eV